# 1
{
  "formula": "C3H10O2S",
  "method": "the ωB97M-V functional and the def2-TZVPD basis",
  "species": ["C", "S", "C", "C", "O", "H", "H", "H", "H", "H", "H", "H", "H", "O", "H", "H"],
  "coordinates": [[0.000000, 0.000000, 0.000000], [-0.800217, -1.173963, -1.015953], [0.718735, -2.166009, -1.666653], [1.259170, -1.527877, -2.914813], [0.292877, -1.510649, -4.017792], [-0.696527, 0.746452, 0.417445], [0.757094, 0.525506, -0.606019], [0.509730, -0.510753, 0.834223], [1.441325, -2.158064, -0.828057], [0.432534, -3.218768, -1.854353], [1.651621, -0.512413, -2.714175], [2.098263, -2.144993, -3.289715], [-0.516026, -1.116630, -3.629442], [0.267064, -2.825957, 1.340003], [-0.365818, -3.131497, 0.651262], [0.724361, -2.055844, 0.932518]],
  "atomic_forces_ev_per_a": [[1.384, 0.936, 0.478], [-0.181, -1.713, -1.518], [-0.944, 0.552, 0.906], [0.080, -0.063, -1.380], [0.368, 0.254, 1.671], [0.148, -0.504, -0.302], [-0.240, 0.027, 0.425], [-0.260, 0.763, -0.157], [-0.133, -0.017, -0.676], [-0.177, 0.659, 0.169], [-0.265, -0.335, -0.107], [-0.320, 0.354, 0.147], [0.471, -0.185, -0.346], [0.087, 0.044, -0.628], [0.634, 0.517, 0.742], [-0.652, -1.289, 0.574]],
  "lowdin_charge": [-0.450, 0.810, -0.393, -0.319, -0.107, 0.057, 0.046, 0.024, 0.075, 0.097, 0.111, 0.124, 0.047, -0.116, 0.022, -0.030],
  "smiles": "CSCCO.O",
  "total_energy_ha": -668.93231,
  "homo_ha": -0.3408,
  "de_lowest_kcal_mol": 11.3
}

=====

# 2
{
  "formula": "C2H6N2O",
  "method": "the ωB97M-V functional and the def2-TZVPD basis",
  "species": ["H", "N", "C", "N", "O", "C", "H", "H", "H", "H", "H"],
  "coordinates": [[1.854075, 1.668242, -0.774113], [0.878186, 2.057104, -0.922057], [0.114740, 1.400592, -0.115420], [0.440390, 0.381592, 0.742370], [-0.563038, -0.460311, 1.131951], [-0.720667, -1.473352, 0.088229], [-0.961335, 1.630542, -0.186435], [1.338045, -0.071957, 0.574158], [-1.389556, -1.097593, -0.725683], [-1.201132, -2.360378, 0.585230], [0.210291, -1.674480, -0.398229]],
  "atomic_forces_ev_per_a": [[-0.955, 0.716, -0.467], [0.979, -1.362, 1.543], [-0.556, 0.700, -1.839], [0.904, 1.145, 0.120], [-0.049, -1.380, -0.871], [-2.139, 0.231, 0.578], [0.388, -0.202, 0.520], [-0.292, -0.030, 0.215], [0.275, -0.161, 0.698], [0.680, 0.816, -0.611], [0.766, -0.475, 0.114]],
  "lowdin_charge": [0.049, 0.055, -0.327, -0.075, -0.173, -0.062, 0.128, 0.141, 0.092, 0.103, 0.068],
  "smiles": "[H]/N=C\\NOC",
  "total_energy_ha": -264.45973,
  "homo_ha": -0.3410,
  "de_lowest_kcal_mol": 80.1
}

=====

# 3
{
  "formula": "C26H22N6O2Tc",
  "method": "the ωB97M-V functional and the def2-TZVPD basis",
  "species": ["Tc", "C", "C", "N", "N", "C", "O", "C", "C", "C", "C", "C", "C", "C", "C", "C", "C", "C", "N", "H", "H", "H", "H", "H", "H", "H", "H", "H", "H", "H", "H", "O", "C", "N", "C", "C", "C", "C", "C", "C", "N", "C", "C", "C", "C", "C", "N", "H", "H", "H", "H", "H", "H", "H", "H", "H", "H"],
  "coordinates": [[-0.615041, 0.147389, 0.040396], [2.378379, -1.255122, 2.857361], [1.171980, -0.763398, 2.147061], [1.100269, -0.613042, 0.864064], [2.152748, -0.885726, 0.020838], [1.783226, -0.598014, -1.208114], [0.570379, -0.124742, -1.496840], [2.700922, -0.764196, -2.330492], [4.038244, -1.097878, -2.107877], [4.888053, -1.256948, -3.186150], [4.408022, -1.090681, -4.480441], [3.078103, -0.760519, -4.704155], [2.221890, -0.591300, -3.631252], [-0.072981, -0.390212, 2.866418], [-0.187661, -0.448665, 4.237731], [-1.390611, -0.082357, 4.835554], [-2.446542, 0.330352, 4.045491], [-2.271953, 0.376013, 2.672702], [-1.116633, 0.029131, 2.097537], [3.117346, -1.607998, 2.145431], [2.117766, -2.061609, 3.544382], [2.815319, -0.447302, 3.451391], [4.400496, -1.228037, -1.097364], [5.926411, -1.510209, -3.021945], [5.077159, -1.218550, -5.321266], [2.712667, -0.632991, -5.713693], [1.187492, -0.325738, -3.794088], [0.649983, -0.777353, 4.836098], [-1.495001, -0.124852, 5.911532], [-3.397201, 0.616904, 4.472180], [-3.063762, 0.695916, 2.008534], [-3.412791, 3.062516, -0.361538], [-2.400917, 2.421346, -0.234273], [-2.255265, 1.085532, -0.531529], [-3.374769, 0.360880, -1.114520], [-3.011203, -1.096092, -1.158599], [-3.832396, -2.063060, -1.710804], [-3.408536, -3.378179, -1.739760], [-2.160467, -3.713717, -1.221454], [-1.383324, -2.717293, -0.688833], [-1.807270, -1.435494, -0.649813], [-1.100426, 3.027562, 0.235524], [-0.967314, 4.375661, 0.461031], [0.280055, 4.864813, 0.830636], [1.346708, 3.987481, 0.954217], [1.141929, 2.640516, 0.722981], [-0.065687, 2.171061, 0.379832], [-3.575150, 0.717680, -2.128734], [-4.293708, 0.523307, -0.544486], [-4.792429, -1.774745, -2.117890], [-4.042185, -4.142906, -2.169399], [-1.794725, -4.730208, -1.235808], [-0.399378, -2.915758, -0.283647], [-1.833041, 5.011003, 0.329936], [0.420416, 5.922772, 1.008503], [2.335028, 4.336249, 1.217904], [1.947381, 1.920803, 0.789498]],
  "atomic_forces_ev_per_a": [[-0.033, 0.191, -0.277], [0.003, 0.012, 0.032], [-0.027, -0.051, 0.162], [0.118, -0.156, -0.082], [-0.324, 0.134, 0.019], [0.069, 0.144, -0.175], [0.163, -0.007, 0.239], [-0.125, -0.032, 0.031], [0.050, -0.047, -0.005], [0.011, 0.004, 0.022], [0.040, -0.013, -0.019], [-0.020, 0.014, 0.023], [0.057, 0.010, -0.039], [0.057, -0.017, -0.109], [-0.010, -0.023, 0.099], [0.045, -0.023, 0.050], [-0.060, 0.011, -0.025], [0.099, -0.056, 0.029], [-0.063, -0.027, 0.057], [0.003, 0.010, -0.013], [-0.001, -0.001, -0.015], [0.003, -0.012, -0.001], [-0.004, 0.001, -0.013], [-0.007, -0.001, -0.003], [-0.001, -0.001, 0.012], [0.001, 0.003, 0.002], [-0.009, -0.008, -0.005], [-0.022, 0.006, 0.016], [0.005, 0.001, -0.003], [0.013, -0.001, 0.009], [0.002, 0.017, 0.009], [-0.066, 0.018, 0.047], [0.079, -0.096, -0.268], [-0.022, 0.096, 0.099], [0.100, 0.012, 0.046], [0.085, -0.017, 0.056], [-0.062, 0.021, -0.013], [-0.006, -0.061, -0.005], [-0.029, -0.037, -0.014], [-0.070, 0.129, 0.009], [0.070, -0.047, 0.091], [0.022, -0.199, 0.031], [0.005, 0.091, 0.013], [-0.021, 0.033, -0.001], [0.044, -0.011, -0.005], [-0.082, 0.002, -0.052], [-0.050, -0.041, -0.075], [-0.020, 0.029, -0.010], [-0.022, -0.021, 0.015], [0.008, -0.014, 0.000], [0.006, 0.009, 0.000], [-0.017, 0.004, -0.012], [0.006, 0.012, -0.006], [0.017, 0.005, 0.002], [-0.001, -0.007, -0.003], [-0.011, 0.006, 0.005], [0.003, 0.001, 0.023]],
  "lowdin_charge": [1.734, 0.013, -0.225, -0.128, 0.115, -0.370, -0.192, -0.167, -0.015, -0.049, -0.041, -0.048, -0.012, -0.189, 0.034, 0.015, 0.003, -0.066, -0.031, 0.086, 0.105, 0.114, 0.113, 0.116, 0.119, 0.116, 0.114, 0.130, 0.136, 0.132, 0.123, 0.139, -0.468, -0.144, -0.114, -0.218, 0.022, 0.006, -0.013, -0.083, -0.048, -0.163, 0.048, 0.015, -0.004, -0.074, -0.026, 0.153, 0.144, 0.139, 0.133, 0.128, 0.120, 0.142, 0.134, 0.128, 0.118],
  "charge": 2,
  "spin_multiplicity": 4,
  "total_energy_ha": -1563.36390,
  "homo_ha": [-0.5156, -0.5137]
}